Record 1
This record from the OMol25 dataset describes one molecule with the formula C17H23NO4. The level of theory is ωB97M-V with the def2-TZVPD basis set.

Each line ends with the natural charge from an NBO analysis.
CARTESIAN COORDINATES (ANGSTROEM)
H -3.299840 -4.315563 -3.285387  0.23
C -4.044146 -3.058009 -0.386084  -0.23
H -0.993369 -3.832315 -1.680388  0.21
C 2.374103 0.344195 1.411994  -0.24
H -0.217283 2.160338 -2.049882  0.20
H 2.218571 0.170030 2.457571  0.20
H 1.691188 3.622146 -1.570700  0.18
H -4.381807 -1.490996 1.074848  0.23
H -5.107246 -3.294104 -0.474243  0.22
C -3.647859 -2.035355 0.497162  -0.14
H 0.933452 3.429929 1.149112  0.48
H 3.391665 3.076744 0.922870  0.19
C -1.347583 -2.322381 -0.219472  -0.19
C -3.084946 -3.703221 -1.189330  0.02
H 0.144746 -1.024838 1.834255  0.22
H -1.001338 2.572206 0.892205  0.21
H -0.332081 0.451054 2.585470  0.24
H -3.014980 -5.623030 -2.110238  0.22
O -2.688069 0.035763 2.081780  -0.54
C -1.851717 -0.560358 1.461197  0.54
H 2.406022 -0.618061 0.901225  0.19
C -3.517331 -4.680421 -2.251357  -0.63
H -0.780376 3.593754 -1.295119  0.23
C -0.202590 2.712257 -1.096197  -0.42
O 4.396262 2.393099 -0.715849  -0.73
H -0.291566 -2.104580 -0.232135  0.21
H 2.207363 1.219267 -1.121309  0.18
H -1.817473 1.573655 -0.275736  0.22
C -0.817280 1.888854 0.044746  -0.42
C 3.781061 0.995008 1.251480  0.09
O 4.736648 0.060165 0.641389  -0.73
C 1.235750 3.111061 -0.711724  0.10
O 1.162435 4.008777 0.389935  -0.73
H 5.395488 0.541194 0.084855  0.49
H 4.143854 1.320618 2.228029  0.17
H -4.587109 -4.841917 -2.172308  0.22
H 0.128535 0.063846 -0.411504  0.17
N 1.368488 1.245469 0.789027  -0.46
C 0.066510 0.694635 0.465089  -0.02
C -0.447533 -0.128002 1.658357  -0.51
C 3.439160 2.189492 0.325285  0.07
C -1.741176 -3.335187 -1.085198  -0.22
H 4.176020 3.244724 -1.160082  0.48
C -2.276315 -1.649121 0.609019  -0.12
C 2.093695 1.899180 -0.262658  -0.10

Forces on atoms 1 to 6 (eV/Å):
H -0.07 -0.19 0.85
C 0.81 0.77 0.40
H 0.07 -0.09 -0.22
C 0.50 -0.09 -0.48
H 0.18 -0.16 0.29
H -0.56 -0.11 0.55

Summary:
E_HOMO	-0.3302	Eh
charge	0
energy above the lowest of the compared OMol25 structures with the same formula, charge and spin	58.5	kcal/mol
lowest unoccupied orbital energy	0.2	eV
SMILES string	Cc1ccc(C(=O)C[C@H]2CC[C@@H](O)[C@H]3[C@H](O)[C@H](O)CN23)cc1

Record 2
This record from the OMol25 dataset describes C32H34N5OPdSSi as an isolated structure. The level of theory is ωB97M-V with the def2-TZVPD basis set.

Each line ends with the Mulliken charge.
CARTESIAN COORDINATES (ANGSTROEM)
H 0.340156 4.791745 -1.356892  0.28
C 4.128876 1.726558 -0.667480  -1.21
C 3.715323 -2.022616 -3.674892  -0.56
N 2.315280 0.502066 0.261333  0.95
H -1.902635 1.896488 2.583662  0.18
C -3.066021 3.841180 -2.906940  -0.65
C -2.828763 -3.763655 -1.042463  -1.07
H -3.637899 -2.328820 0.297697  0.08
C 1.247960 -2.954022 3.575630  -1.04
C -3.091256 -1.816471 2.912335  -1.18
C 4.454667 0.367588 1.270212  -0.93
Pd 0.259109 0.129295 0.454188  0.11
C -3.766842 3.433130 -0.652150  -0.72
C -2.305099 0.988564 3.023381  -1.05
H -1.781137 -5.049476 -2.415880  0.40
H -5.098266 3.460275 -2.335502  0.43
N 1.203722 -1.222633 1.948045  0.92
H 0.627899 -0.627990 -3.959940  0.51
H 2.321913 4.074137 1.286207  0.27
H -4.896061 -0.703635 0.503400  0.41
C 3.656117 -2.396359 -2.337322  -0.87
H 2.441479 -2.441018 -0.552416  0.53
N 1.797370 4.326772 0.465604  -0.37
C -0.673491 -2.081705 -1.232271  0.83
H -5.097113 0.593426 1.680534  0.39
C 4.963667 1.241445 0.323907  -0.73
C 1.489221 -1.115465 -3.520739  -0.07
H 1.986420 5.219928 0.038988  0.19
Si -2.798444 -0.326442 1.796449  -0.03
H 4.494543 2.390327 -1.438233  0.53
C -1.766944 -4.128425 -1.849972  -0.95
C -1.670080 -1.731082 -0.300872  0.45
C 2.520315 -1.037048 2.094056  0.79
C 0.621455 3.691833 0.286638  0.51
H -3.450168 -2.713457 2.410150  0.40
H 4.321969 -1.657292 3.084814  0.39
N -1.589618 -0.616054 0.546479  0.62
C -4.076385 3.565179 -1.997626  -0.53
C -1.760475 3.985835 -2.470421  -0.57
S 0.206798 2.444076 1.362950  -0.46
C -0.693406 -3.257912 -1.954803  -0.47
H 0.709206 -3.702490 4.139753  0.49
H 5.091550 -0.024474 2.049569  0.44
O 0.348904 -1.123932 -1.431009  -0.08
H -4.211920 0.886435 0.171109  0.09
H 4.603457 -2.229526 -4.256959  0.43
H -0.472354 -2.288993 2.448156  0.37
H -3.292305 3.952326 -3.959270  0.40
C 2.518396 -2.131777 -1.588653  0.17
H -2.185107 -2.081255 3.463595  0.34
C 1.454191 -1.483763 -2.189673  -0.32
C -2.461203 3.570007 -0.204159  -0.14
C -2.780676 -2.593187 -0.302375  -0.36
C 0.584093 -2.166648 2.649442  -0.36
H 0.130669 -3.487089 -2.617607  0.53
C -4.400358 0.156327 0.958089  -0.91
C -1.459344 3.851245 -1.120185  0.49
H -0.970533 4.202392 -3.181588  0.36
H 4.496709 -2.899321 -1.875824  0.44
H -3.706380 -4.394486 -0.978164  0.42
H 2.663181 -1.117719 -5.312819  0.43
C 2.802386 1.342186 -0.649384  -0.51
H -2.234302 3.482901 0.848512  0.43
H 3.160466 -3.349073 4.466095  0.45
H 6.007917 1.524665 0.350776  0.47
C 3.123544 -0.011795 1.202023  0.51
C 2.628782 -1.391960 -4.266277  -0.65
H -4.548975 3.232080 0.067274  0.46
H -3.841875 -1.533991 3.657514  0.43
H -1.572326 0.607041 3.740277  0.28
N -0.106793 4.121295 -0.747693  -0.19
C 2.606001 -2.756964 3.750471  -0.54
C 3.255280 -1.797559 2.988023  -1.13
H 2.097894 1.692471 -1.392957  0.71
H -3.202335 1.266359 3.584067  0.37

Forces on atoms 1 to 6 (eV/Å):
H 0.01 0.02 0.02
C 0.04 -0.02 -0.06
C -0.03 0.02 0.01
N -0.25 0.35 0.21
H -0.08 0.04 0.01
C -0.03 0.01 -0.04

Summary:
E_HOMO	-0.3445	Eh
charge	+1
lowest unoccupied orbital energy	-3.3	eV